No. 1
{
  "formula": "C19H26N3O5SeSr",
  "method": "ωB97M-V/def2-TZVPD",
  "symbols": ["Sr", "O", "C", "C", "N", "C", "C", "O", "O", "C", "C", "O", "O", "H", "H", "H", "H", "H", "H", "H", "H", "H", "C", "C", "N", "C", "C", "N", "H", "H", "H", "H", "H", "H", "C", "C", "C", "C", "C", "C", "Se", "C", "C", "C", "H", "H", "H", "H", "H", "H", "H", "H", "H", "H", "H"],
  "xyz": [[0.82163, -0.07496, 2.04349], [3.17373, -1.64056, 1.44699], [3.14753, -2.05946, 2.80039], [3.22793, -0.84576, 3.71199], [2.09613, -0.04966, 3.55059], [0.96003, -0.47426, 4.26049], [0.50983, -1.82096, 3.80979], [0.61383, -2.78476, 4.57499], [0.03473, -1.86196, 2.63679], [2.22163, 1.32754, 3.72529], [0.87383, 1.96104, 3.44419], [0.26703, 2.49654, 4.37169], [0.49483, 1.90034, 2.24609], [2.93243, -2.38606, 0.87969], [3.99323, -2.72856, 3.01329], [2.24603, -2.62396, 3.02459], [4.12533, -0.26686, 3.44609], [3.35143, -1.20116, 4.75979], [0.16413, 0.21634, 4.05709], [1.13763, -0.46756, 5.35419], [2.98513, 1.74214, 3.05109], [2.50913, 1.60334, 4.76799], [-3.15327, -0.28206, 0.25559], [-2.83057, 1.14004, -0.01021], [-1.62137, 1.62094, -0.15241], [-1.76847, 2.94864, -0.41761], [-3.09077, 3.28254, -0.43861], [-3.76397, 2.11454, -0.18441], [-2.49237, -0.63286, 1.06159], [-2.90687, -0.86656, -0.63291], [-4.20217, -0.40766, 0.51369], [-0.91667, 3.57894, -0.56441], [-3.61127, 4.20444, -0.60561], [-4.76417, 2.01604, -0.11371], [-0.87907, 0.41794, -6.29641], [-0.63617, 0.01354, -4.86811], [-1.08937, -1.20616, -4.38491], [-0.83807, -1.60566, -3.08041], [-1.27837, -2.94146, -2.58721], [-0.12517, -0.76346, -2.21351], [0.17643, -1.35656, -0.30761], [0.37203, 0.45034, -2.69791], [1.21103, 1.31604, -1.81151], [0.10013, 0.82064, -4.01101], [-1.78317, -0.04366, -6.68651], [-0.04527, 0.08864, -6.91691], [-0.96527, 1.49834, -6.38701], [-1.64547, -1.86526, -5.03801], [-1.92277, -3.44806, -3.29501], [-1.75677, -2.81116, -1.62001], [-0.38607, -3.52496, -2.38241], [0.67333, 1.49064, -0.86531], [1.45363, 2.25304, -2.30341], [2.12693, 0.77364, -1.55381], [0.47253, 1.76594, -4.38051]],
  "atomic_forces_ev_per_a": [[-2.98, -0.98, -14.18], [0.07, 0.33, 0.15], [0.66, -0.82, 0.28], [2.19, -1.44, 0.43], [4.79, 0.06, 5.39], [-0.25, -1.00, 4.38], [-1.47, -2.99, 0.85], [0.21, 0.43, 0.30], [-2.02, -3.91, 1.61], [1.81, 2.60, 1.47], [-0.47, 3.35, 0.87], [0.17, -0.06, 0.33], [-1.14, 5.18, 0.15], [-0.30, 0.32, -0.05], [0.02, 0.14, 0.06], [0.23, -0.18, -0.18], [-0.25, -0.09, 0.05], [0.03, 0.13, -0.35], [-0.63, 0.21, 0.95], [-0.19, -0.01, -0.48], [-0.15, -0.12, 0.01], [-0.13, -0.17, -0.44], [0.36, -0.01, 0.15], [0.12, -0.07, -0.10], [-0.13, -0.17, 0.18], [-0.42, 0.19, 0.01], [0.18, 0.29, -0.13], [-0.18, -0.09, 0.09], [-0.39, -0.11, -0.28], [-0.06, -0.11, 0.12], [-0.09, -0.09, 0.09], [0.20, 0.23, -0.04], [-0.01, 0.17, -0.03], [0.22, -0.09, 0.00], [0.13, -0.10, 0.16], [-0.01, -0.03, 0.09], [0.07, 0.18, 0.01], [0.12, 0.22, 0.24], [0.06, 0.22, 0.13], [0.26, -0.51, 1.29], [-0.21, -0.62, -3.20], [-0.08, -0.12, 0.16], [-0.18, -0.19, 0.38], [-0.09, -0.11, -0.01], [-0.11, 0.00, -0.06], [0.05, 0.04, -0.18], [-0.02, 0.10, -0.07], [-0.11, -0.11, -0.11], [-0.15, -0.16, -0.16], [-0.22, -0.22, 0.05], [0.06, -0.35, 0.03], [0.20, 0.08, -0.36], [0.10, 0.20, 0.00], [0.03, 0.14, -0.01], [0.09, 0.20, -0.02]],
  "fmax_ha_per_bohr": 0.2824,
  "total_charge": -1,
  "orbital_gap_ev": 6.16,
  "de_lowest_kcal_mol": 176.1
}



No. 2
{
  "formula": "C16H18N4O3S",
  "method": "ωB97M-V/def2-TZVPD",
  "symbols": ["O", "C", "N", "C", "C", "C", "C", "C", "S", "O", "O", "N", "C", "C", "C", "C", "C", "C", "C", "C", "N", "C", "C", "N", "H", "H", "H", "H", "H", "H", "H", "H", "H", "H", "H", "H", "H", "H", "H", "H", "H", "H"],
  "xyz": [[1.45974, 0.68918, 0.05192], [2.27535, -0.30408, -0.03494], [1.87274, -1.49722, -0.05819], [0.47365, -2.13080, -0.05127], [0.19319, -3.45775, -0.10164], [-1.04510, -4.00886, -0.11803], [-2.22848, -3.33276, 0.16476], [-2.01400, -1.92331, 0.02989], [-3.40291, -0.97258, -0.14761], [-4.07800, -0.93842, -1.24373], [-4.14430, -1.06182, 1.06011], [-2.88362, 0.70868, 0.10790], [-2.79268, 1.37860, -1.16589], [-1.62961, 2.38520, -1.16931], [-1.44418, 3.40348, -0.05141], [-1.58654, 2.43995, 1.36134], [-2.83807, 1.48786, 1.12294], [-0.67809, -1.44909, -0.18693], [3.59367, -0.31622, -0.05062], [4.22921, 1.09889, -0.01462], [5.56348, 1.18040, 0.24044], [6.29032, 0.04274, -0.19049], [5.68243, -1.00578, 0.02039], [4.29097, -1.38462, -0.01780], [2.50595, -2.22104, -0.00713], [1.15300, -4.17292, -0.00981], [-1.20283, -4.90284, 0.03723], [-3.24489, -3.50689, -0.09343], [-2.82041, 0.81472, -1.99244], [-3.72503, 2.27307, -1.29984], [-0.65371, 1.98841, -1.32692], [-1.70614, 3.03205, -2.02933], [-0.56680, 3.93798, 0.00154], [-2.40798, 3.77272, 0.03488], [-0.71602, 1.83273, 1.41541], [-1.57052, 3.15977, 1.91514], [-2.90724, 0.86770, 2.18750], [-3.70525, 2.22259, 1.35509], [-0.62820, -0.22713, -0.17712], [3.55607, 2.09744, 0.05794], [7.41961, 0.06091, 0.14652], [6.06121, -2.06094, 0.22754]],
  "atomic_forces_ev_per_a": [[2.82, -1.89, -0.44], [-9.50, 5.08, 0.57], [-7.92, -6.65, -0.19], [1.59, 1.97, -0.74], [5.22, -3.33, 0.72], [-1.03, 6.39, 0.89], [1.45, 4.60, -2.61], [3.24, -2.30, -0.98], [5.37, 6.23, 15.66], [-6.53, -1.05, -13.89], [-0.54, -2.20, 1.38], [0.26, -5.21, -8.61], [-1.19, 6.94, 3.23], [1.56, 1.14, -1.38], [-2.51, -6.39, 2.50], [0.14, -6.80, -10.17], [-0.29, 4.31, 11.45], [-3.12, 7.07, 1.43], [7.92, 6.09, -0.80], [1.18, -0.06, 1.84], [-2.72, 0.85, -3.68], [4.91, 7.81, 3.94], [-4.85, -13.80, 0.28], [2.67, 2.33, 0.64], [1.93, -1.55, -0.03], [-2.38, 1.24, -0.46], [-0.36, -9.47, 0.55], [-0.72, -1.79, 0.78], [0.03, -2.22, -2.75], [1.65, -2.78, 0.47], [0.82, -1.31, -0.03], [-0.54, -0.07, -0.98], [1.51, 1.52, -0.33], [-1.44, 2.53, 0.11], [0.98, -0.43, 0.25], [-0.78, 7.18, 7.68], [0.17, 1.06, -2.70], [0.33, -1.04, -1.17], [0.04, -3.23, -0.35], [1.64, -2.84, 0.09], [-2.16, 0.21, -1.50], [1.14, 1.85, -0.70]],
  "fmax_ha_per_bohr": 0.3440,
  "orbital_gap_ev": 7.02,
  "de_lowest_kcal_mol": 343.4
}



No. 3
{
  "formula": "C2H4InO2",
  "method": "ωB97M-V/def2-TZVPD",
  "symbols": ["In", "O", "C", "C", "O", "H", "H", "H", "H"],
  "xyz": [[5.31979, 2.53020, 4.21943], [0.63813, 0.73784, 0.36866], [-0.33635, -0.28780, 0.19958], [-0.97616, -0.45429, -1.28018], [-1.43511, 0.81077, -1.80936], [-1.08694, 0.03991, 0.91884], [-0.09105, -1.24969, 0.64980], [-1.79686, -1.16626, -1.36775], [-0.23544, -0.96069, -1.89903]],
  "atomic_forces_ev_per_a": [[-0.03, 0.00, -0.04], [-2.84, -3.96, -1.35], [3.53, 3.89, 3.74], [-3.34, 4.09, -4.20], [2.30, -4.73, 2.31], [-1.40, 0.50, -0.96], [0.95, -0.62, -1.14], [-0.45, 0.05, 1.33], [1.29, 0.79, 0.30]],
  "fmax_ha_per_bohr": 0.1311,
  "total_charge": 1,
  "orbital_gap_ev": 5.97,
  "de_lowest_kcal_mol": 67.4
}



No. 4
{
  "formula": "C12H40O8",
  "method": "ωB97M-V/def2-TZVPD",
  "symbols": ["O", "H", "H", "O", "H", "H", "O", "H", "H", "O", "H", "H", "C", "C", "C", "O", "H", "H", "H", "H", "H", "H", "H", "H", "C", "C", "C", "O", "H", "H", "H", "H", "H", "H", "H", "H", "C", "C", "C", "O", "H", "H", "H", "H", "H", "H", "H", "H", "C", "C", "C", "O", "H", "H", "H", "H", "H", "H", "H", "H"],
  "xyz": [[-1.59827, 6.33014, -4.16226], [-0.99035, 6.94212, -3.74740], [-1.72423, 6.67826, -5.04497], [-1.81394, 7.17806, -5.83470], [-2.34340, 7.93381, -6.08918], [-1.53965, 6.78696, -6.66418], [2.96349, 9.26469, -2.96198], [2.30112, 9.27713, -3.65288], [2.84788, 8.41637, -2.53394], [-0.83655, 8.31933, -3.14105], [-1.72836, 8.63064, -3.29592], [-0.70368, 8.43038, -2.19964], [1.83503, 6.97039, -0.37797], [1.20540, 6.55071, 0.91219], [2.24171, 6.06811, 1.95367], [0.52814, 7.64380, 1.35394], [2.35415, 6.06922, -0.70435], [2.41755, 7.87713, -0.21491], [1.03332, 7.21230, -1.07570], [0.43724, 5.78391, 0.81192], [1.67446, 5.68978, 2.80408], [2.96163, 6.84892, 2.19891], [2.85137, 5.19533, 1.71987], [-0.06303, 7.89834, 0.64166], [1.61920, 2.49298, -1.60131], [1.47460, 2.50733, -3.07483], [2.15770, 3.74285, -3.72596], [1.90122, 1.27929, -3.66532], [1.61353, 3.51065, -1.21090], [2.53259, 2.00694, -1.25842], [0.73812, 2.06673, -1.12161], [0.39193, 2.50200, -3.20092], [3.23916, 3.64520, -3.63110], [1.88305, 4.69247, -3.26672], [1.98854, 3.82587, -4.79955], [2.03439, 1.38997, -4.60958], [-0.49818, 11.47027, -2.55410], [0.74199, 10.77879, -3.23699], [0.43084, 10.51972, -4.76352], [1.77256, 11.76697, -3.33530], [-0.21452, 11.70937, -1.52918], [-1.32828, 10.77061, -2.45663], [-0.70935, 12.46250, -2.95283], [0.99421, 9.87955, -2.67498], [-0.46293, 9.91114, -4.90095], [1.27737, 10.00706, -5.22035], [0.29368, 11.50648, -5.20579], [1.55476, 12.55290, -2.82887], [1.30661, 6.52952, -2.67421], [1.54465, 7.51121, -3.81700], [0.74730, 7.09813, -5.10517], [1.00211, 8.77448, -3.37442], [2.09144, 5.78237, -2.79219], [0.34951, 6.01931, -2.56586], [1.38946, 7.07380, -1.73346], [2.62928, 7.41593, -3.86794], [-0.27427, 7.47824, -5.10062], [0.71320, 6.02652, -5.30161], [1.13705, 7.37543, -6.08460], [0.10776, 8.57599, -3.08744]],
  "atomic_forces_ev_per_a": [[0.11, -5.47, 9.75], [-0.49, -1.77, -0.01], [-0.12, -4.37, 6.01], [-2.99, 8.41, -16.28], [-0.56, 0.46, 0.03], [0.35, -0.30, -0.63], [5.37, 1.68, 1.50], [0.96, 0.62, 0.27], [0.32, 0.50, 0.12], [-13.57, -1.77, 3.13], [-0.81, 0.08, -0.25], [-1.38, -0.36, 1.58], [0.40, -0.79, 5.25], [1.57, -1.34, 0.30], [-0.66, -0.11, 0.18], [-1.29, 2.27, 1.93], [0.31, 0.64, -0.56], [0.41, -0.23, -0.11], [-2.62, 1.45, 7.70], [0.33, -0.78, -0.57], [0.14, 0.58, 0.47], [-0.32, 0.19, 0.29], [-0.19, -0.01, -0.92], [-0.14, 0.23, 0.19], [0.24, 0.06, 1.39], [-0.57, 0.72, -1.58], [0.08, -1.12, -0.01], [0.56, -0.25, 0.51], [0.22, 0.21, -0.12], [-0.02, -0.08, 0.01], [0.23, -0.53, 0.01], [-0.21, 0.70, -0.60], [0.21, -0.13, 0.22], [-0.28, -1.92, -0.72], [-0.34, -0.14, -0.11], [-0.10, 0.20, 0.00], [1.40, -0.28, 0.30], [-2.74, 5.84, -0.58], [0.05, 0.70, 1.15], [0.54, 0.06, 0.33], [0.17, -0.21, 0.32], [-0.45, 0.42, -0.35], [-0.63, -0.26, -0.62], [0.55, 3.52, 1.18], [-0.04, 0.02, -0.17], [-0.13, 0.28, -0.22], [-0.10, -0.05, -0.24], [-0.03, -0.10, 0.14], [0.21, -0.23, -3.83], [-3.16, -2.98, -0.89], [1.33, 0.16, -0.85], [7.38, -7.98, -3.63], [-0.20, 1.28, 1.21], [-0.31, -0.19, -0.51], [3.01, -1.53, -8.99], [-0.36, 0.87, -1.11], [2.10, 0.09, 0.17], [-0.21, -0.29, 0.85], [0.69, 1.02, 0.06], [5.78, 2.29, -2.09]],
  "fmax_ha_per_bohr": 0.3610,
  "orbital_gap_ev": 7.79,
  "de_lowest_kcal_mol": 525.4
}